--- a ---
Below is an isolated ion of composition C5H9N2 and charge +1, with properties calculated with the ωB97M-V functional and the def2-TZVPD basis.

As for the spin multiplicity: 1. As for the SMILES: CC1=[NH+]C(N)=CC1. Its net charge is +1.

Last column: natural (NBO) charge in e.
Element x y z (Å)
H1 1.39 1.23 0.74  0.296
C1 -0.21 0.17 0.87  0.485
H2 2.25 -0.56 -1.24  0.244
H3 0.26 -1.73 -2.82  0.412
C2 1.35 -0.31 -0.82  -0.226
C3 0.08 -0.52 -1.25  0.317
N1 -0.41 -1.18 -2.37  -0.804
C4 -1.00 0.75 1.98  -0.666
H4 -1.99 0.68 1.65  0.239
C5 1.27 0.20 0.58  -0.508
H5 -0.94 -0.55 -2.95  0.396
H6 1.87 -0.12 1.37  0.286
H7 -1.74 -0.09 -0.55  0.444
H8 -0.76 0.24 2.86  0.266
N2 -0.79 -0.08 -0.25  -0.458
H9 -0.64 1.88 2.19  0.278


--- b ---
Below is a 2-piece molecular cluster, C5H9N2 overall, with properties calculated with the ωB97M-V functional and the def2-TZVPD basis.

As for the spin multiplicity: 1. Its net charge is +1.

Last column: natural (NBO) charge in e.
Element x y z (Å)
H1 -0.92 0.60 -1.41  0.277
H2 -2.81 -1.20 0.36  0.240
N1 -1.34 0.99 0.59  -0.220
C1 -1.28 0.04 -0.54  0.058
H3 -3.28 0.27 -0.65  0.268
C2 -0.62 0.59 1.53  -0.040
H4 0.01 -1.84 -0.44  0.484
H5 2.99 0.95 -0.11  0.127
C3 -2.65 -0.64 -0.55  -0.608
H6 4.36 -0.05 0.52  0.175
N2 -0.20 -0.85 -0.08  -0.517
C4 3.98 0.62 -0.24  -0.489
C5 0.25 -0.49 1.03  0.545
H7 -0.25 1.07 2.44  0.261
H8 4.57 1.13 -1.00  0.191
H9 -2.80 -1.21 -1.43  0.247


Referenced to the most stable arrangement, the calculated values in kcal/mol are a 0.0; b 130.4.


--- a ---
Below is an isolated ion of composition C5H9N2 and charge +1, with properties calculated with the ωB97M-V functional and the def2-TZVPD basis.

As for the spin multiplicity: 1. As for the SMILES: [H]/N=C(\C)C=[N+]1CC1. Its net charge is +1.

Last column: natural (NBO) charge in e.
Element x y z (Å)
H1 2.56 -2.20 0.41  0.255
C1 -0.37 -0.83 0.38  0.255
H2 2.50 0.10 -0.83  0.272
C2 1.98 0.10 0.20  -0.217
C3 -1.18 0.67 -0.27  0.362
H3 -0.55 2.29 -1.03  0.382
C4 -2.58 0.48 -0.67  -0.708
H4 -2.93 -0.36 -0.23  0.235
N1 -0.26 1.43 -0.57  -0.609
H5 2.28 1.09 0.76  0.282
C5 2.08 -1.27 0.92  -0.248
H6 -2.60 0.64 -1.75  0.274
H7 2.34 -1.29 1.93  0.245
N2 0.87 -0.68 0.45  -0.270
H8 -3.09 1.42 -0.32  0.267
H9 -1.04 -1.58 0.62  0.224


--- b ---
Below is an isolated ion of composition C5H9N2 and charge +1, with properties calculated with the ωB97M-V functional and the def2-TZVPD basis.

As for the spin multiplicity: 1. As for the SMILES: CC/[N+](C)=c1\cn1. Its net charge is +1.

Last column: natural (NBO) charge in e.
Element x y z (Å)
C1 0.43 1.59 1.07  -0.662
H1 0.03 2.55 1.42  0.271
H2 -0.96 -2.57 -0.30  0.245
N1 1.44 -1.48 -1.58  -0.156
C2 0.85 -0.66 -0.59  0.390
N2 -0.32 -0.60 -0.12  -0.281
H3 1.04 1.24 1.96  0.247
H4 1.13 1.91 0.29  0.210
H5 2.69 0.50 -1.29  0.286
H6 -1.77 -1.57 -1.32  0.240
C3 2.01 -0.35 -1.27  0.143
C4 -1.38 -1.57 -0.31  -0.429
H7 -2.10 -1.46 0.45  0.241
C5 -0.68 0.75 0.57  -0.192
H8 -1.06 1.12 -0.33  0.218
H9 -1.36 0.60 1.35  0.231


--- c ---
Below is a 2-piece molecular cluster, C5H9N2 overall, with properties calculated with the ωB97M-V functional and the def2-TZVPD basis.

As for the spin multiplicity: 1. Its net charge is +1.

Last column: natural (NBO) charge in e.
Element x y z (Å)
C1 4.02 0.35 -0.03  -0.210
H1 -2.87 -0.98 0.31  0.256
H2 5.07 -0.08 0.04  0.272
H3 -2.11 1.48 -0.66  0.264
H4 0.55 1.80 -0.02  0.265
H5 4.17 1.41 0.28  0.257
N1 0.38 -0.25 0.08  -0.018
H6 -2.00 -1.09 -1.23  0.235
H7 -1.98 1.08 1.08  0.271
C2 -1.60 0.81 0.01  -0.472
C3 -1.93 -0.72 -0.25  -0.373
C4 -0.11 0.90 -0.08  0.161
H8 -0.29 -2.30 -0.25  0.255
H9 -0.58 -1.58 1.24  0.225
N2 3.10 -0.29 -0.43  -0.117
C5 -0.53 -1.37 0.26  -0.269


Referenced to the most stable arrangement, the calculated values in kcal/mol are a 16.8; b 0.0; c 45.7.